{"formula": "C4H12NO2", "method": "ωB97M-V/def2-TZVPD", "s_squared": 0.76, "total_energy_ha": -364.04445, "spin_multiplicity": 2, "molar_mass_g_mol": 106.1, "de_lowest_kj_mol": 123.6, "total_charge": 2, "species": ["O", "C", "C", "N", "C", "C", "H", "H", "H", "H", "H", "H", "H", "H", "H", "H", "H", "H", "O"], "xyz": [[-0.3867, 2.6954, -0.2157], [0.2148, 2.1564, 0.6595], [0.3529, 0.5503, 0.6522], [-0.0795, 0.0104, -0.7470], [1.1715, 0.0208, -1.6346], [-0.7186, 0.1878, 1.6645], [0.6411, 2.6986, 1.5606], [1.3236, 0.2012, 0.9336], [-0.3505, -1.0259, -0.7006], [-0.7121, 0.5827, -1.2598], [1.4903, 1.1051, -1.7526], [0.8917, -0.2326, -2.6622], [2.0636, -0.4626, -1.2870], [-1.7204, 0.6354, 1.6199], [-0.1576, 0.3960, 2.6101], [-0.9432, -0.8907, 1.6602], [-1.7824, -2.7927, -0.2246], [-0.4529, -3.2981, -0.6565], [-0.8456, -2.5377, -0.2202]], "forces_ev_per_a": [[0.647, -0.353, 0.907], [0.128, 0.153, -0.434], [-3.796, -0.506, -1.951], [4.358, -0.602, 0.658], [-0.117, 2.906, -1.510], [0.892, -0.159, 1.827], [-0.244, -0.211, -0.441], [0.798, 0.094, -0.114], [-0.728, 0.313, 0.603], [-1.287, 0.425, -0.072], [-0.449, -1.053, 0.286], [0.035, -0.540, 0.378], [-0.170, -0.928, 0.567], [0.498, 0.501, -0.131], [-1.248, -0.145, -0.122], [0.576, 0.060, -0.278], [-0.041, 0.272, 0.159], [0.532, -0.316, -0.081], [-0.383, 0.088, -0.251]]}

{"formula": "C4H12NO2S", "method": "ωB97M-V/def2-TZVPD", "total_energy_ha": -763.00843, "molar_mass_g_mol": 138.2, "de_lowest_kj_mol": 149.2, "total_charge": -1, "species": ["C", "C", "C", "S", "N", "C", "O", "H", "H", "H", "H", "H", "H", "H", "H", "H", "H", "H", "H", "O"], "xyz": [[-0.0233, 1.2792, -0.9195], [0.8637, 0.0206, -0.7488], [0.0334, -1.1846, -1.2120], [0.2411, -1.3991, -3.0288], [1.2814, -0.2226, 0.6416], [0.4787, -1.0020, 1.6918], [-0.8371, -0.7213, 1.8423], [0.4359, 2.2840, -0.7615], [-0.3802, 1.2271, -1.9182], [-0.8773, 1.3459, -0.2751], [1.7504, 0.4160, -1.2327], [0.1578, -2.0420, -0.6050], [-1.0191, -0.8943, -1.0212], [0.9226, -0.2990, -3.3180], [1.5287, 0.6602, 1.0796], [0.5245, -2.0850, 1.3293], [1.0511, -0.7732, 2.6282], [-2.7529, 1.2099, 2.3026], [-1.4056, 0.6511, 1.6826], [-1.9739, 1.5290, 1.8426]], "forces_ev_per_a": [[0.085, 0.736, 0.600], [-1.171, 1.327, 2.611], [-0.532, 2.226, -1.103], [-0.351, -1.054, 0.114], [0.442, -0.066, 0.939], [-1.071, -0.168, -1.294], [0.372, 0.288, -0.457], [0.443, -0.856, -0.233], [-0.466, 0.347, -1.202], [-0.562, -0.548, 0.482], [0.583, -1.397, -0.921], [0.814, -1.118, -0.019], [0.520, -0.176, -0.225], [0.160, 0.301, 0.231], [-0.093, -0.019, -0.202], [0.757, 0.714, 0.841], [0.153, -0.611, -0.489], [0.060, -0.124, 0.026], [-0.458, 0.264, 0.794], [0.315, -0.065, -0.491]]}

- Number 2 is which compound?
  C4H12NO2S